{
  "formula": "C3H6O2",
  "method": "ωB97M-V/def2-TZVPD",
  "gap_ha": 0.406,
  "total_charge": 0,
  "de_lowest_kcal_mol": 41.1,
  "smiles": "O=CCCO",
  "elements": ["O", "C", "C", "C", "O", "H", "H", "H", "H", "H", "H"],
  "positions_angstrom": [[0.48, -1.71, 0.85], [-0.48, -1.05, 0.48], [-0.49, 0.46, 0.63], [0.39, 0.83, -0.59], [0.64, -0.40, -1.28], [-1.34, -1.53, -0.02], [-1.50, 0.88, 0.57], [-0.05, 0.72, 1.59], [-0.12, 1.50, -1.29], [1.35, 1.29, -0.31], [1.13, -0.97, -0.64]],
  "nbo_charge": [-0.595, 0.477, -0.546, -0.062, -0.716, 0.133, 0.218, 0.233, 0.192, 0.177, 0.490]
}

***

{
  "formula": "C3H6O2",
  "method": "ωB97M-V/def2-TZVPD",
  "gap_ha": 0.419,
  "total_charge": 0,
  "de_lowest_kcal_mol": 6.0,
  "smiles": "CCC(=O)O",
  "elements": ["C", "C", "C", "O", "O", "H", "H", "H", "H", "H", "H"],
  "positions_angstrom": [[-0.22, -1.19, -0.82], [-0.02, 0.33, -0.57], [0.10, 0.48, 0.93], [-0.19, -0.38, 1.76], [0.56, 1.73, 1.23], [-0.13, -1.38, -1.93], [-1.16, -1.55, -0.36], [0.69, -1.68, -0.39], [0.81, 0.80, -1.17], [-0.96, 0.94, -0.90], [0.53, 1.89, 2.22]],
  "nbo_charge": [-0.608, -0.525, 0.789, -0.596, -0.693, 0.208, 0.231, 0.216, 0.242, 0.237, 0.498]
}

***

{
  "formula": "C3H6O2",
  "method": "ωB97M-V/def2-TZVPD",
  "gap_ha": 0.285,
  "total_charge": 0,
  "de_lowest_kcal_mol": 117.9,
  "elements": ["C", "C", "O", "C", "O", "H", "H", "H", "H", "H", "H"],
  "positions_angstrom": [[0.54, 0.87, 0.42], [1.08, -0.50, 0.06], [-0.17, -1.24, -0.22], [-1.13, -0.56, 0.35], [-0.79, 0.54, 0.85], [-0.53, 1.15, -1.35], [1.02, 1.43, 1.21], [1.66, -0.52, -0.87], [1.63, -1.08, 0.83], [-1.17, 0.85, -1.65], [-2.15, -0.93, 0.36]],
  "nbo_charge": [-0.281, -0.120, -0.454, 0.550, -0.362, 0.026, 0.181, 0.194, 0.151, -0.086, 0.201]
}

***

{
  "formula": "C3H6O2",
  "method": "ωB97M-V/def2-TZVPD",
  "gap_ha": 0.400,
  "total_charge": 0,
  "de_lowest_kcal_mol": 46.8,
  "smiles": "OC1COC1",
  "elements": ["O", "C", "C", "O", "C", "H", "H", "H", "H", "H", "H"],
  "positions_angstrom": [[0.94, 1.41, -0.58], [0.63, 0.25, 0.14], [-0.77, 0.14, 0.78], [-0.94, -1.17, 0.25], [0.19, -1.01, -0.62], [0.13, 1.93, -0.62], [1.44, 0.06, 0.86], [-0.84, 0.19, 1.87], [-1.49, 0.85, 0.34], [0.84, -1.89, -0.61], [-0.11, -0.79, -1.66]],
  "nbo_charge": [-0.699, 0.053, -0.084, -0.526, -0.085, 0.468, 0.177, 0.186, 0.155, 0.183, 0.173]
}

***

{
  "formula": "C3H6O2",
  "method": "ωB97M-V/def2-TZVPD",
  "gap_ha": 0.379,
  "total_charge": 0,
  "de_lowest_kcal_mol": 36.5,
  "smiles": "C=CC=O.O",
  "elements": ["C", "C", "C", "O", "H", "H", "H", "H", "O", "H", "H"],
  "positions_angstrom": [[-0.77, 1.05, 0.23], [-1.25, -0.19, 0.24], [-0.40, -1.32, 0.68], [-0.77, -2.47, 0.74], [-1.37, 1.90, -0.08], [0.26, 1.26, 0.51], [-2.27, -0.44, -0.06], [0.64, -1.03, 0.95], [1.96, 0.80, -1.12], [2.63, 0.29, -0.65], [1.34, 0.13, -1.45]],
  "nbo_charge": [-0.296, -0.330, 0.388, -0.513, 0.207, 0.218, 0.222, 0.099, -0.938, 0.471, 0.472]
}

***

{
  "formula": "C3H6O2P",
  "method": "ωB97M-V/def2-TZVPD",
  "gap_ha": 0.320,
  "total_charge": -1,
  "de_lowest_kcal_mol": 23.6,
  "smiles": "C=CC[P@H](=O)[O-]",
  "elements": ["C", "C", "C", "P", "O", "O", "H", "H", "H", "H", "H", "H"],
  "positions_angstrom": [[0.03, 0.06, 1.54], [-0.28, 0.48, 0.33], [0.15, -0.49, -1.12], [1.55, 0.55, -1.87], [2.08, -0.06, -3.11], [2.48, 0.96, -0.82], [-0.17, 0.69, 2.39], [0.35, -0.96, 1.70], [-0.52, 1.53, 0.14], [-0.74, -0.72, -1.83], [0.65, -1.47, -0.78], [0.64, 1.67, -2.06]],
  "nbo_charge": [-0.449, -0.137, -0.818, 2.059, -1.177, -1.183, 0.179, 0.185, 0.188, 0.212, 0.207, -0.266]
}